DFT (ωB97M-V/def2-TZVPD) results for a structure of composition C63H67F6GeN5O4S3SbTi at a distorted geometry.

```
151
Properties=species:S:1:pos:R:3:forces:R:3:mulliken_charge:R:1
Ti -0.427322 -0.984898 0.498489 -4.165 -0.317 0.314 0.50
C -2.108185 -0.854225 5.264830 0.027 -0.145 0.128 -1.74
C -1.628357 -2.220699 4.768958 -0.009 0.259 -0.110 0.56
C -0.265171 -2.102141 4.121520 -0.022 -0.063 0.076 -1.81
C -2.684042 -2.887169 3.908846 0.132 0.044 -0.240 -0.11
C -3.662645 -3.559180 4.646405 -0.138 -0.088 -0.058 -0.84
C -4.697327 -4.251737 4.057739 0.076 -0.025 0.066 -1.44
C -4.679471 -4.413065 2.684338 -0.117 0.003 -0.025 -0.33
C -3.717662 -3.789216 1.910756 0.175 0.081 -0.186 -0.07
C -3.535780 -4.207836 0.460074 -0.046 -0.087 -0.073 3.19
C -2.470550 -5.316604 0.465603 0.011 0.192 -0.148 -1.60
C -4.805251 -4.692990 -0.237965 0.089 0.065 0.147 -2.52
C -2.778318 -2.898791 2.499862 -0.250 -0.517 0.410 -0.39
N -2.129967 -2.035362 1.559546 1.548 0.559 -0.452 1.21
C -3.045439 -1.268993 0.947380 -0.263 0.552 -0.442 -0.29
C -2.869570 -0.726884 -0.324194 0.148 -0.157 0.546 -0.22
N -1.847772 -1.136045 -1.097793 1.015 -0.941 0.048 1.46
C -1.874619 -0.841753 -2.453445 0.021 0.103 -0.785 0.50
C -3.002921 -0.347227 -3.164943 0.141 -0.376 -0.163 0.12
C -2.760023 0.308307 -4.370279 0.099 0.051 -0.014 -0.34
C -1.514766 0.346139 -4.960184 -0.007 -0.030 -0.119 -1.84
C -0.523809 -0.479365 -4.442700 -0.035 0.156 -0.010 -0.04
C -0.703008 -1.108532 -3.226076 -0.242 -0.008 0.455 0.44
C 0.251872 -2.175837 -2.735741 -0.190 -0.211 -0.075 2.66
C 1.386206 -2.474712 -3.710067 0.072 0.177 0.252 -2.39
C -0.498061 -3.493963 -2.467439 0.081 0.130 0.152 -1.03
C -4.473504 -0.738651 -2.975600 -0.169 0.120 0.381 -0.17
C -5.409005 0.381354 -2.506933 0.098 -0.132 -0.112 -1.47
C -4.717912 -2.021644 -2.174679 -0.025 0.130 -0.239 -1.34
H -1.384545 -0.430798 5.962769 0.026 0.045 0.039 0.41
H -3.070538 -0.942316 5.770757 -0.028 0.051 0.023 0.48
H -2.217100 -0.156504 4.437912 -0.030 0.049 -0.093 0.30
H -1.517023 -2.875347 5.640932 -0.065 0.040 -0.022 0.84
H 0.035101 -3.041660 3.656839 0.078 0.007 -0.058 0.44
H 0.474818 -1.829011 4.873246 0.094 0.019 0.016 0.56
H -0.278809 -1.323275 3.370510 0.131 0.061 -0.148 -0.02
H -3.607026 -3.520848 5.728108 0.051 0.086 0.025 0.44
H -5.477490 -4.697721 4.660572 0.019 -0.070 0.016 0.37
H -5.425226 -5.038839 2.214043 0.002 -0.029 -0.050 0.33
H -3.145886 -3.370360 -0.119324 0.012 -0.097 0.025 -1.32
H -2.745468 -6.101700 1.171571 -0.019 -0.052 0.002 0.36
H -1.504421 -4.907465 0.763331 0.046 -0.047 0.028 0.17
H -2.366575 -5.758599 -0.526600 0.046 -0.004 -0.054 0.45
H -5.165619 -5.630168 0.187291 -0.034 -0.066 -0.005 0.52
H -4.589510 -4.867214 -1.292500 -0.028 -0.034 -0.010 0.41
H -5.603828 -3.953112 -0.171971 -0.045 -0.014 0.002 0.43
H -4.005311 -1.110456 1.447222 0.147 0.373 0.083 0.00
H -3.572054 0.003908 -0.706589 0.166 0.065 0.202 -0.38
H -3.603518 0.747760 -4.893133 -0.050 0.020 0.007 0.40
H -1.354329 0.905115 -5.872913 0.005 -0.054 -0.060 0.43
H 0.380543 -0.641007 -5.011552 0.054 0.008 0.049 0.53
H 0.680769 -1.848077 -1.785441 0.140 0.022 -0.042 -1.95
H 0.980720 -2.780155 -4.676276 0.017 -0.009 -0.046 0.55
H 2.044301 -1.619115 -3.851623 -0.004 0.000 -0.109 0.28
H 1.991912 -3.287005 -3.315140 0.035 -0.066 0.017 0.42
H -0.971266 -3.852687 -3.384128 0.021 -0.012 -0.037 0.39
H -1.260038 -3.370944 -1.700066 -0.068 -0.043 -0.034 -0.32
H 0.208606 -4.246092 -2.113159 0.013 -0.058 -0.043 0.34
H -4.792976 -0.972396 -3.997845 0.053 0.005 0.057 1.03
H -5.145594 0.740567 -1.512631 -0.083 0.043 0.022 0.19
H -6.437119 0.013202 -2.488451 -0.038 0.031 0.040 0.45
H -5.365078 1.223392 -3.197756 -0.030 0.036 0.019 0.31
H -4.777854 -1.835388 -1.105068 -0.029 -0.091 -0.012 0.21
H -3.924077 -2.745951 -2.359058 -0.001 -0.058 0.053 0.12
H -5.665935 -2.460983 -2.490297 -0.031 -0.038 0.019 0.53
F 3.433490 -5.051316 1.278224 0.043 0.373 -0.167 -0.23
C 2.197555 -4.575835 1.163862 -0.566 -0.110 0.018 0.14
F 1.621163 -4.624612 2.371738 0.056 0.091 0.030 -0.19
F 1.511051 -5.400776 0.360411 0.059 0.134 -0.084 -0.21
S 2.109853 -2.818747 0.513577 1.293 -2.288 0.608 0.12
O 0.631708 -2.653308 0.644305 0.377 0.275 -0.286 -0.14
O 2.584770 -2.951424 -0.830831 -0.133 0.253 -0.156 -0.51
N 3.080980 -2.079119 1.415934 -0.772 0.094 -0.358 -0.22
S 2.801398 -1.183637 2.770273 1.872 -0.905 0.565 0.44
O 0.789377 -0.171700 1.607690 -0.100 0.718 0.063 2.62
O 3.542661 0.065757 2.590581 -0.571 0.575 0.044 -0.45
C 4.175576 -2.185091 3.667961 -0.409 -0.491 0.824 0.45
F 3.683134 -3.401623 4.008917 -0.047 0.124 -0.263 -0.25
F 5.314919 -2.388257 3.014267 -0.348 0.340 -0.184 -0.15
F 4.481788 -1.580662 4.836435 -0.111 0.219 -0.346 -0.25
C -2.378263 5.919804 0.511918 -0.011 -0.098 -0.056 -1.64
C -2.519988 4.636940 -0.249827 -0.114 -0.080 -0.137 0.87
C -3.514052 4.432877 -1.203898 0.096 -0.028 0.059 -1.83
C -3.575724 3.167677 -1.757089 -0.066 0.105 0.008 -0.25
N -2.734667 2.189582 -1.447622 0.111 0.005 0.083 0.62
C -1.759847 2.497203 -0.584721 -0.479 0.043 -0.192 -1.59
S -0.440293 1.398050 -0.298088 0.570 0.260 0.174 0.18
N -1.655497 3.676532 0.039052 0.209 0.028 0.018 1.07
H -2.559634 6.784256 -0.125881 -0.021 0.035 0.002 0.54
H -1.379570 5.966983 0.939186 0.013 0.067 0.048 0.12
H -3.103708 5.925112 1.326849 0.007 0.077 0.043 0.25
H -4.198644 5.217717 -1.491288 -0.051 0.005 -0.004 0.47
H -4.332780 2.921896 -2.494501 -0.015 0.042 0.028 0.36
Ge 0.865442 1.441299 2.446964 -0.760 0.900 0.697 0.59
C -0.956967 2.205526 2.765182 0.450 -0.077 -0.089 0.09
C -1.057990 3.470239 3.338416 0.150 -0.137 0.013 -0.46
C -2.297810 4.039969 3.588933 -0.005 0.081 0.059 -0.86
C -3.458756 3.338747 3.298306 -0.090 0.031 0.009 -0.99
C -3.373261 2.069081 2.748098 -0.003 -0.116 -0.060 -0.26
C -2.128476 1.523274 2.479514 0.157 0.020 0.068 -0.46
C 1.978011 3.004217 1.946739 -0.096 -0.568 0.018 0.48
C 3.253727 3.186890 2.470692 -0.048 -0.240 0.036 -1.29
C 3.961066 4.351264 2.209596 0.141 0.077 0.075 -0.30
C 3.388234 5.361931 1.454280 -0.030 0.000 0.018 -0.99
C 2.099950 5.204452 0.967874 -0.024 0.049 -0.007 -0.27
C 1.403892 4.029228 1.204065 -0.012 0.024 -0.093 0.96
H 1.177949 1.047593 3.922550 0.360 -0.158 -0.262 -0.20
H -0.150163 4.012320 3.579332 -0.048 0.121 0.006 0.45
H -2.359901 5.037741 4.008245 0.011 -0.009 0.036 0.45
H -4.429256 3.773175 3.504871 -0.003 0.041 -0.003 0.38
H -4.272253 1.505078 2.528272 -0.021 -0.001 -0.029 0.43
H -2.044949 0.554989 2.010722 -0.252 -0.030 0.120 0.48
H 3.691976 2.396503 3.063543 0.122 -0.025 0.028 0.42
H 4.965280 4.474082 2.596662 0.019 -0.032 0.036 0.41
H 3.941602 6.268953 1.244446 0.023 0.009 0.007 0.35
H 1.638390 5.994576 0.388627 -0.001 -0.010 -0.050 0.44
H 0.406323 3.904488 0.809953 -0.099 0.017 -0.066 -0.25
C 2.902651 5.175146 -2.444038 -0.033 0.021 -0.022 -0.92
C 4.067421 4.556890 -2.017646 0.078 0.075 -0.021 -0.83
C 4.052838 3.234366 -1.596498 0.075 -0.105 0.118 -0.83
C 2.870186 2.503871 -1.584573 -0.250 -0.259 0.303 1.62
C 1.722426 3.117885 -2.078505 -0.114 0.021 0.075 -0.31
C 1.726957 4.443060 -2.485603 0.052 0.044 -0.077 -0.89
Sb 2.750446 0.335957 -1.160382 1.218 1.122 -0.979 0.33
C 4.705868 0.084743 -0.269886 -0.341 0.020 -0.031 1.78
C 5.325195 1.047909 0.512315 0.024 -0.053 0.008 -0.78
C 6.581391 0.811699 1.055130 0.000 0.094 0.020 -0.93
C 7.221076 -0.396890 0.832674 0.032 -0.025 0.029 -1.03
C 6.590110 -1.380252 0.085445 0.035 -0.060 -0.033 -0.55
C 5.338854 -1.140319 -0.459803 -0.014 0.068 0.085 -0.85
C 3.657942 0.368842 -3.178784 -0.204 -0.289 0.079 1.12
C 4.989945 0.095118 -3.458272 -0.036 -0.112 0.139 -0.79
C 5.516557 0.325940 -4.723769 0.035 0.020 -0.085 -0.67
C 4.714380 0.824468 -5.737092 0.026 -0.053 -0.010 -0.85
C 3.377655 1.091887 -5.474545 -0.029 0.028 -0.040 -0.91
C 2.863741 0.871543 -4.207573 -0.103 -0.058 0.043 -0.33
H 2.911663 6.214269 -2.750534 0.027 0.006 -0.013 0.36
H 4.998471 5.111058 -2.014892 0.035 -0.019 0.027 0.38
H 4.981499 2.766747 -1.295632 0.016 0.054 -0.004 0.45
H 0.800642 2.559506 -2.146202 -0.081 -0.005 0.032 0.22
H 0.807644 4.901187 -2.831989 -0.008 -0.018 -0.032 0.47
H 4.809835 1.971421 0.735367 0.042 0.075 -0.005 0.63
H 7.053880 1.570487 1.668242 -0.014 0.002 0.002 0.39
H 8.196997 -0.584857 1.262980 0.009 0.004 0.006 0.35
H 7.066162 -2.342298 -0.058781 0.004 -0.014 -0.013 0.43
H 4.831334 -1.921780 -1.009345 0.048 -0.090 -0.078 0.40
H 5.632607 -0.293598 -2.680952 0.081 0.032 -0.046 0.33
H 6.563702 0.122230 -4.913644 0.006 -0.027 0.008 0.42
H 5.123136 1.000862 -6.724423 0.011 0.015 0.003 0.35
H 2.740345 1.482071 -6.259166 -0.033 0.015 0.019 0.46
H 1.827450 1.113911 -4.002833 -0.059 0.005 -0.103 0.64
```
Forces are in eV/Å.

Summary:
LUMO energy (spin up / spin down), eV: 1.82 / 1.82
HOMO energy (spin up / spin down), eV: -4.51 / -4.51
Total charge: -1
Electronic energy, Ha: -7976.1025